Version one
Computed, not measured: one molecule with the formula C4H6OS3, with the ωB97M-V functional and the def2-TZVPD basis.

Element x y z (Å)
O1 -0.76 -1.38 0.80
C1 -0.16 -0.22 0.87
C2 1.31 -0.27 0.46
S1 2.06 -0.62 -1.15
C3 -0.84 0.84 -0.06
S2 -0.41 2.47 -0.21
C4 -1.44 0.05 -1.13
S3 -2.92 -0.58 -0.80
H1 -1.82 -1.50 0.79
H2 -0.02 0.43 1.76
H3 1.72 0.72 1.17
H4 1.58 -0.98 1.15
H5 2.67 0.76 -1.48
H6 -0.97 0.27 -2.16

Results
**Multiplicity**: 1
**Charge**: 0
**LUMO energy**: -1.700 eV
**Highest occupied orbital energy**: -8.88 eV

***

Version two
Computed, not measured: one molecule with the formula C4H6OS3, with the ωB97M-V functional and the def2-TZVPD basis.

Element x y z (Å)
O1 1.00 1.13 1.66
C1 0.74 0.42 0.53
C2 0.28 -1.02 0.67
S1 0.53 -2.12 1.77
C3 -0.76 -0.79 -0.42
S2 -0.09 -1.35 -2.09
C4 -0.58 0.71 -0.22
S3 -0.66 1.84 -1.61
H1 1.59 0.63 2.26
H2 1.50 0.52 -0.24
H3 -1.72 -1.27 -0.26
H4 -0.24 -2.68 -1.70
H5 -1.25 1.04 0.62
H6 -0.36 2.94 -0.95

Results
**Multiplicity**: 1
**Charge**: 0
**LUMO energy**: -0.629 eV
**Highest occupied orbital energy**: -8.95 eV

***

It is version two that is the most stable of them.

***

Version one
Computed, not measured: a 2-piece molecular cluster, C3H8S2 overall, with the ωB97M-V functional and the def2-TZVPD basis.

Element x y z (Å)
C1 2.62 0.42 -1.40
C2 1.61 0.82 -2.19
H1 2.67 -0.64 -1.19
H2 3.22 1.21 -0.96
H3 0.74 0.19 -2.34
H4 1.70 1.75 -2.74
C3 -1.60 -1.61 -0.58
S1 -0.60 -0.96 0.89
S2 -0.59 1.08 1.24
H5 -1.28 -2.65 -0.65
H6 -1.15 -1.07 -1.42
H7 -2.65 -1.42 -0.43
H8 -0.52 1.44 -0.03

Results
**Multiplicity**: 1
**Charge**: 0
**LUMO energy**: 0.549 eV
**Highest occupied orbital energy**: -8.31 eV

***

Version two
Computed, not measured: a 2-piece molecular cluster, C3H8S2 overall, with the ωB97M-V functional and the def2-TZVPD basis.

Element x y z (Å)
C1 1.20 -0.72 0.33
C2 0.31 -1.23 -0.53
C3 0.19 -0.63 -1.91
H1 1.38 -1.35 1.19
H2 1.63 0.27 0.34
H3 -0.30 -2.09 -0.27
H4 -0.11 -1.40 -2.63
H5 1.20 -0.40 -2.23
H6 -0.48 0.22 -2.04
S1 -2.01 1.18 2.18
S2 -0.56 2.41 1.27
H7 -2.86 2.14 2.54
H8 0.39 1.61 1.76

Results
**Multiplicity**: 1
**Charge**: 0
**LUMO energy**: 0.245 eV
**Highest occupied orbital energy**: -8.74 eV

***

Version three
Computed, not measured: a 2-piece molecular cluster, C3H8S2 overall, with the ωB97M-V functional and the def2-TZVPD basis.

Element x y z (Å)
C1 3.59 0.60 -1.70
C2 2.33 0.20 -1.67
C3 1.11 0.96 -2.12
H1 4.38 -0.02 -1.30
H2 3.88 1.59 -2.02
H3 2.10 -0.83 -1.41
H4 1.02 1.09 -3.20
H5 0.21 0.43 -1.82
H6 1.07 1.94 -1.64
S1 -1.30 -1.33 1.04
S2 -1.95 0.50 1.65
H7 -2.38 -2.06 1.29
H8 -2.48 0.98 0.51

Results
**Multiplicity**: 1
**Charge**: 0
**LUMO energy**: 0.347 eV
**Highest occupied orbital energy**: -9.63 eV

***

Version four
Computed, not measured: a 2-piece molecular cluster, C3H8S2 overall, with the ωB97M-V functional and the def2-TZVPD basis.

Element x y z (Å)
C1 -2.14 -1.67 0.40
C2 -0.92 -1.96 1.00
H1 -2.94 -1.33 0.92
H2 -2.18 -1.67 -0.67
H3 -0.59 -2.23 2.01
H4 -0.10 -1.61 0.29
C3 1.53 1.97 0.33
S1 1.87 2.02 -1.55
S2 0.91 0.09 -2.01
H5 2.40 2.52 0.71
H6 0.54 2.26 0.52
H7 1.81 0.87 0.56
H8 -0.18 0.74 -2.53

Results
**Multiplicity**: 1
**Charge**: 0
**LUMO energy**: 0.057 eV
**Highest occupied orbital energy**: -9.15 eV

***

It is version three that is the most stable of them.

***

Version one
Computed, not measured: one molecule with the formula H4NP3, with the ωB97M-V functional and the def2-TZVPD basis.

Element x y z (Å)
N1 -1.80 0.13 1.45
P1 -1.81 0.54 -0.04
P2 -0.14 -0.31 -1.39
P3 1.50 0.27 -0.07
H1 -1.11 -0.37 1.84
H2 -0.09 0.98 -1.91
H3 0.93 -0.70 0.84
H4 2.52 -0.55 -0.72

Results
**Multiplicity**: 1
**Charge**: 0
**LUMO energy**: -0.552 eV
**Highest occupied orbital energy**: -8.76 eV

***

Version two
Computed, not measured: a 2-piece molecular cluster, H4NP3 overall, with the ωB97M-V functional and the def2-TZVPD basis.

Element x y z (Å)
N1 0.88 -0.68 -2.67
P1 1.14 0.26 -1.48
P2 -1.22 0.68 1.33
P3 0.89 0.31 1.53
H1 -1.86 -0.25 0.54
H2 0.53 -1.69 -2.76
H3 -1.58 -0.18 2.53
H4 1.23 1.55 0.97

Results
**Multiplicity**: 1
**Charge**: 0
**LUMO energy**: -1.148 eV
**Highest occupied orbital energy**: -7.74 eV

***

It is version one that is the most stable of them.

***

Version one
Computed, not measured: CH2I3P as an isolated structure, with the ωB97M-V functional and the def2-TZVPD basis.

Element x y z (Å)
C1 2.36 0.10 -0.03
P1 0.24 -0.17 -1.01
I1 3.17 -1.86 -0.76
I2 3.47 1.71 -0.93
I3 2.49 0.22 2.11
H1 -0.51 1.06 -0.50
H2 -0.29 -1.06 -0.09

Results
**Multiplicity**: 1
**Charge**: 0
**LUMO energy**: -1.461 eV
**Highest occupied orbital energy**: -9.23 eV

***

Version two
Computed, not measured: CH2I3P as an isolated structure, with the ωB97M-V functional and the def2-TZVPD basis.

Element x y z (Å)
C1 0.43 0.33 -0.42
P1 -1.23 -0.56 -0.18
I1 0.72 1.85 1.09
I2 1.97 -1.15 -0.24
I3 0.32 1.10 -2.40
H1 -1.59 0.18 0.94
H2 -0.64 -1.75 1.21

Results
**Multiplicity**: 1
**Charge**: 0
**LUMO energy**: -1.039 eV
**Highest occupied orbital energy**: -9.31 eV

***

It is version one that is the most stable of them.

***

Version one
Computed, not measured: a 2-piece molecular cluster, C9H9O2S overall, with the ωB97M-V functional and the def2-TZVPD basis.

Element x y z (Å)
C1 4.60 -0.06 -0.95
C2 3.35 -0.74 -1.03
C3 4.73 0.77 0.07
C4 2.73 -0.31 0.01
C5 -0.86 -0.57 0.32
C6 -3.37 0.59 0.14
C7 -2.13 -1.31 0.53
C8 -3.13 -0.44 1.20
C9 -2.13 1.31 -0.34
O1 -4.42 0.66 -0.44
O2 -0.90 0.61 -0.03
S1 3.26 0.89 1.01
H1 5.14 -0.28 -1.87
H2 3.04 -1.56 -1.74
H3 5.56 1.42 0.18
H4 -2.64 -1.61 -0.47
H5 -1.88 -2.27 1.05
H6 -2.75 0.04 2.19
H7 -4.13 -0.98 1.39
H8 -2.02 1.50 -1.40
H9 -2.06 2.34 0.19

Results
**Multiplicity**: 1
**Charge**: +1
**LUMO energy (spin up / spin down)**: -7.271 / -5.233 eV
**Highest occupied orbital energy (spin up / spin down)**: -12.30 / -12.41 eV

***

Version two
Computed, not measured: an isolated ion of composition C9H9O2S and charge +1, with the ωB97M-V functional and the def2-TZVPD basis.

Element x y z (Å)
C1 3.25 0.70 0.18
C2 1.96 0.25 -0.30
C3 3.35 0.85 1.53
C4 1.11 0.33 0.73
C5 -0.99 -1.92 -0.53
C6 -2.10 -1.43 -1.21
C7 -2.61 -0.10 -0.67
C8 -1.36 0.77 -0.42
C9 -0.59 0.10 0.65
O1 -2.67 -1.97 -2.10
O2 -0.55 -1.37 0.52
S1 1.84 0.59 2.37
H1 4.12 0.96 -0.30
H2 1.77 0.17 -1.34
H3 4.01 1.54 1.96
H4 -0.72 -2.97 -0.65
H5 -3.23 0.55 -1.19
H6 -3.08 -0.12 0.40
H7 -0.86 0.94 -1.36
H8 -1.68 1.75 0.00
H9 -0.96 0.38 1.72

Results
**Multiplicity**: 1
**Charge**: +1
**LUMO energy (spin up / spin down)**: -7.258 / -7.257 eV
**Highest occupied orbital energy (spin up / spin down)**: -12.66 / -12.66 eV

***

It is version two that is the most stable of them.

***

Version one
Computed, not measured: one molecule with the formula C3H3F2N, with the ωB97M-V functional and the def2-TZVPD basis.

Element x y z (Å)
F1 1.13 0.38 -1.43
C1 0.49 -0.33 -0.42
F2 1.30 -1.45 -0.14
C2 -1.03 -0.41 -0.57
N1 -1.32 0.41 0.40
C3 0.21 0.64 0.74
H1 -1.69 -1.09 -1.22
H2 0.31 0.14 1.79
H3 0.61 1.70 0.85

Results
**Multiplicity**: 1
**Charge**: 0
**LUMO energy**: 0.604 eV
**Highest occupied orbital energy**: -10.97 eV

***

Version two
Computed, not measured: C3H3F2N as an isolated structure, with the ωB97M-V functional and the def2-TZVPD basis.

Element x y z (Å)
C1 0.35 -0.08 -1.31
C2 -0.08 0.04 0.68
C3 0.98 -0.62 -0.15
N1 -0.67 0.36 -0.64
F1 2.89 1.10 0.00
F2 1.63 -1.73 0.07
H1 0.54 -0.06 -2.36
H2 -0.68 -0.58 1.33
H3 0.24 0.95 1.19

Results
**Multiplicity**: 1
**Charge**: 0
**LUMO energy (spin up / spin down)**: -2.586 / -1.942 eV
**Highest occupied orbital energy (spin up / spin down)**: -9.31 / -10.93 eV

***

It is version one that is the most stable of them.